(1)
94
Properties=species:S:1:pos:R:3 method="wB97M-V/def2-TZVPD" total_charge=0 lumo_energy_ev=0.42 homo_lumo_gap_ev=8.49 de_lowest_ev=4.0489
Ca -0.68605 -0.91475 0.20531
C 2.70207 1.59898 0.68264
C 1.51065 2.01507 -0.14183
C 0.49919 2.78791 0.43932
C 0.65573 3.25766 1.86127
C -0.61672 3.15012 -0.31830
C -1.76811 3.90619 0.28611
C -0.70795 2.77957 -1.66555
C -1.86794 3.28307 -2.48214
C 0.29831 2.00252 -2.24243
C 0.16483 1.51597 -3.66303
C 1.42787 1.65595 -1.49080
C 2.61638 0.98695 -2.14598
H 3.45262 2.39132 0.72182
H 3.15132 0.70508 0.26426
H 2.38470 1.36816 1.69422
H 0.20101 2.53919 2.54161
H 0.19305 4.22744 2.02337
H 1.70365 3.35906 2.12375
H -1.94238 4.84381 -0.24256
H -1.61819 4.11826 1.33794
H -2.66769 3.29540 0.20683
H -1.67342 4.30705 -2.80772
H -2.78188 3.27520 -1.89849
H -2.04155 2.67462 -3.36336
H 0.74196 0.61080 -3.80787
H 0.49418 2.27264 -4.37590
H -0.86656 1.25859 -3.88699
H 2.62421 1.15968 -3.21854
H 2.61157 -0.08768 -1.95742
H 3.54411 1.40477 -1.75675
F -3.53728 -0.16308 -3.59437
C -3.96856 -0.64122 -2.41851
F -4.02567 -1.96555 -2.53618
F -5.20933 -0.19797 -2.23709
S -2.85309 -0.02420 -1.03197
O -1.52430 -0.15522 -1.54915
O -3.32534 1.28230 -0.75166
N -3.14375 -1.03482 0.12947
S -2.98332 -0.26020 1.48980
O -4.10453 0.46868 1.95257
O -1.69816 0.36474 1.56139
C -2.86225 -1.73255 2.65733
F -2.29298 -2.80430 2.10151
F -2.11690 -1.39972 3.72188
F -4.05575 -2.10935 3.10249
S -1.25390 -3.08113 -1.60022
C -0.40746 -2.59608 -2.96511
N -0.98643 -2.71690 -4.17292
C -0.24039 -2.55654 -5.40056
C 1.20176 -2.98614 -5.13816
C 1.75663 -2.10819 -4.02243
N 0.85072 -2.15021 -2.89060
H -1.91794 -3.10001 -4.18413
H -0.26277 -1.50901 -5.72640
H -0.69725 -3.17028 -6.17799
H 1.80155 -2.89508 -6.04174
H 1.20986 -4.02706 -4.81021
H 1.87791 -1.08023 -4.38116
H 2.73136 -2.46167 -3.68158
H 1.24621 -2.09576 -1.95692
C 5.21566 -5.70669 0.88269
C 5.18577 -4.67316 2.00449
C 3.84608 -4.68074 2.73483
C 5.49447 -3.26413 1.46328
N 4.47054 -2.80592 0.56807
C 3.41965 -1.98785 0.79190
N 2.71946 -1.90955 -0.31505
N 3.34862 -2.68022 -1.20131
N 4.37788 -3.21687 -0.69378
H 4.94738 -6.68482 1.27135
H 6.20692 -5.76954 0.44017
H 4.51202 -5.44984 0.09528
H 5.97516 -4.91465 2.72281
H 3.03078 -4.44229 2.05600
H 3.84468 -3.95650 3.54649
H 3.65115 -5.66221 3.15681
H 6.43712 -3.28528 0.91023
H 5.56556 -2.55159 2.28873
H 3.20989 -1.47245 1.70461
Br 1.03110 0.29901 4.34945
C 0.88048 -1.56969 4.50842
C 0.92292 -2.12554 5.77876
C 0.82181 -3.49593 5.93519
C 0.66661 -4.31553 4.82501
C 0.59098 -3.75521 3.56561
C 0.71761 -2.37788 3.39118
C 0.57081 -1.82944 2.00754
O 0.83068 -0.64048 1.75434
O 0.17096 -2.61088 1.12007
H 1.02848 -1.47995 6.63691
H 0.85792 -3.92149 6.92716
H 0.57415 -5.38352 4.94108
H 0.41194 -4.34577 2.67782



(2)
19
Properties=species:S:1:pos:R:3 method="wB97M-V/def2-TZVPD" total_charge=0 lumo_energy_ev=0.85 smiles=NC[C@@H](N)CCO homo_lumo_gap_ev=10.10 de_lowest_ev=2.1844
N -2.11233 -0.02924 -2.04970
C -0.87806 -0.47636 -1.48374
C -0.10538 0.30610 -0.40823
N -1.03246 0.43170 0.75080
C 1.07782 -0.56450 0.03569
C 2.04428 -0.08870 1.15500
O 1.31679 0.57220 2.20028
H -2.72379 -0.80131 -2.35524
H -1.94120 0.57313 -2.81604
H -0.18405 -0.56412 -2.36862
H -1.07303 -1.60123 -1.08874
H 0.00930 1.28825 -0.84286
H -1.88654 -0.12770 0.55490
H -1.50512 1.32591 0.66229
H 0.68555 -1.51179 0.47077
H 1.54437 -0.90937 -0.84143
H 2.64753 0.59669 0.60856
H 2.63031 -0.93298 1.52498
H 0.44401 0.21048 2.18916



(3)
56
Properties=species:S:1:pos:R:3 method="wB97M-V/def2-TZVPD" total_charge=-2 lumo_energy_ev=3.91 homo_lumo_gap_ev=4.78 de_lowest_ev=0.0000
Rh -0.68392 0.00443 0.29408
N 1.64052 -1.13687 3.80384
C 1.10050 -0.80110 2.56571
S -0.62359 -0.59420 2.51102
N 1.94742 -0.69300 1.59119
N 1.34865 -0.37526 0.37829
C 2.06183 -0.59911 -0.65768
C 1.66238 -0.42531 -2.04265
C 2.59177 -0.84372 -3.00197
C 2.36304 -0.74787 -4.35937
C 1.14683 -0.19673 -4.77986
C 0.20949 0.22857 -3.87053
C 0.40621 0.12247 -2.46304
O -0.51732 0.55657 -1.68752
H 0.97373 -1.57020 4.42183
H 2.51437 -1.63490 3.72569
H 3.06578 -0.98691 -0.48153
H 3.52789 -1.26448 -2.64605
H 3.09876 -1.09450 -5.07407
H 0.93634 -0.10626 -5.84110
H -0.73604 0.64709 -4.19242
O -3.66493 4.51805 -1.63947
C -3.75137 4.43320 -0.21524
C -3.02110 3.19370 0.31812
C -3.07460 3.43710 1.84958
O -2.98975 2.34967 2.72256
C -3.73104 1.94885 -0.22713
Se -3.15326 0.12100 0.25730
C -1.57704 3.21385 -0.22472
Se -0.23122 2.30652 0.85868
H -4.16235 5.29124 -1.91715
H -4.80405 4.38574 0.09269
H -3.30127 5.33056 0.23548
H -4.03283 3.91603 2.08899
H -2.27669 4.16628 2.06069
H -2.10334 1.96142 2.62331
H -3.65045 2.00525 -1.31185
H -4.79683 1.97445 0.02498
H -1.24069 4.24771 -0.35124
H -1.52698 2.72645 -1.19652
O -2.63258 -3.08749 -0.10003
C -1.40768 -3.05852 -0.15792
O -0.58643 -2.09846 -0.14928
C -0.68116 -4.41042 -0.23024
C -1.29906 -5.49800 -0.83275
C -0.65973 -6.72958 -0.92128
C 0.59991 -6.89982 -0.37344
C 1.19161 -5.80666 0.24264
C 0.59112 -4.56288 0.31056
N 2.52556 -5.99501 0.84953
O 3.05054 -7.10152 0.74792
O 3.03668 -5.04948 1.42543
H -2.29850 -5.35480 -1.22341
H -1.14742 -7.56475 -1.40940
H 1.12254 -7.84338 -0.41242
H 1.08819 -3.71547 0.76339



(4)
78
Properties=species:S:1:pos:R:3 method="wB97M-V/def2-TZVPD" spin_multiplicity=8 total_charge=-1 s2=15.7963 lumo_energy_ev="1.79 / -0.54" homo_lumo_gap_ev="4.38 / 5.67"
Eu 1.27162 -0.73663 -1.19570
C -1.19507 2.26515 -2.34238
C -2.09968 1.39273 -1.49287
C -2.80200 1.84485 -0.37393
C -3.70328 1.04996 0.25905
C -4.67429 1.65312 1.22992
C -3.86520 -0.29717 -0.14972
C -3.19901 -0.80822 -1.22898
C -3.43279 -2.22115 -1.76566
C -2.43133 0.08094 -1.97735
H -1.32345 3.34025 -2.16671
H -1.34310 2.01078 -3.38538
H -0.16430 2.02334 -2.11369
H -2.77289 2.88095 -0.14376
H -5.10485 0.89577 1.91149
H -5.44119 2.17516 0.72198
H -4.14890 2.35083 1.92020
H -4.52510 -0.97069 0.40715
H -3.12580 -2.92412 -1.02982
H -2.73253 -2.27289 -2.62359
H -4.43227 -2.34460 -2.12315
H -1.94974 -0.17447 -2.92786
O -3.57942 1.55629 5.02672
N -3.01368 0.56183 4.61274
O -3.15694 -0.57502 5.06955
C -2.02559 0.63426 3.43022
C -1.63750 1.92712 3.11658
C -0.69777 2.14789 2.07106
C -0.21623 3.42119 1.87235
C 0.66333 3.62878 0.84468
C 0.99991 2.53953 0.04298
N 0.62158 1.29374 0.23091
C -0.18733 1.06648 1.35340
C -0.56010 -0.24983 1.71549
N -0.06899 -1.24390 0.92444
C -0.43152 -2.46905 1.12438
C -1.42061 -2.78232 2.10230
C -1.93033 -1.81503 2.87582
C -1.51795 -0.44291 2.71883
H -2.09260 2.60936 3.84315
H -0.54616 4.26990 2.51808
H 1.02794 4.60266 0.65977
H 1.59081 2.54949 -0.87425
H 0.02244 -3.26409 0.48013
H -1.92442 -3.75781 2.05349
H -2.82613 -2.10847 3.45054
Te -0.36186 6.20577 -1.84296
C 1.34345 5.63931 -2.90908
C 1.50229 4.68257 -3.86721
C 2.83450 4.60343 -4.45533
C 3.65547 5.50187 -3.90331
S 2.84517 6.46009 -2.68699
H 0.64748 4.03345 -4.07298
H 3.14252 3.81412 -5.08841
H 4.65938 5.51314 -4.10643
F 1.29525 0.34872 -2.92838
Te 0.63201 -4.36398 -2.59904
F -0.86969 -4.43214 -1.42328
F -0.39974 -2.90492 -3.40952
F 3.22961 -0.19892 -0.75999
F 0.87102 -6.00576 -1.38232
O 1.45413 -3.02985 -1.54308
F 1.63968 -4.95289 5.83373
C 1.99914 -3.79874 5.29838
F 1.03921 -2.92339 5.72479
C 3.43645 -3.36493 5.72634
F 3.56898 -2.03902 5.51078
F 3.39220 -3.57612 7.06175
F 4.41785 -3.96093 5.13853
N 4.41305 -2.00343 -2.66301
C 4.55605 -2.96779 -1.67623
C 4.59947 -4.12962 -2.32015
N 4.50635 -3.92828 -3.70857
C 4.32984 -2.64653 -3.83738
H 4.21654 -0.98143 -2.54426
H 4.55512 -2.69183 -0.60632
H 4.74186 -5.11068 -1.87843
H 4.20964 -2.10525 -4.75425